Computed, not measured: a molecular structure, C6H12ClO3S, with the ωB97M-V functional and the def2-TZVPD basis.

CARTESIAN COORDINATES (ANGSTROEM)
1 C -0.579 -3.743 -1.223
2 C -0.382 2.139 1.148
3 C 1.280 1.598 -0.728
4 C 1.266 0.199 1.427
5 C -0.792 0.110 -0.147
6 C 0.354 1.037 0.401
7 O -2.194 -2.338 0.155
8 O -2.274 -2.008 -2.289
9 O -0.392 -0.936 -0.954
10 S -1.489 -2.283 -1.140
11 Cl 0.458 -3.580 -2.586
12 H 0.132 -3.485 -0.312
13 H -1.074 1.667 1.705
14 H -0.856 2.967 0.590
15 H 0.407 2.718 1.760
16 H 1.973 0.909 -1.054
17 H 0.833 1.989 -1.551
18 H 1.887 2.339 -0.194
19 H 1.566 -0.823 1.206
20 H 0.717 0.202 2.398
21 H 2.244 0.755 1.520
22 H -1.562 0.818 -0.643
23 H -1.524 -0.251 0.513

Computed properties:
* HOMO level: -3.8341 eV
* strongest force on any atom: 0.097 Eh/bohr
* gap between HOMO and LUMO: 7.0 eV
* LUMO: 3.117 eV
* E: -35915.399 eV
* net charge: -1

Mulliken atomic charge list, values in e, 5 entries: number 1, C, carries -0.370; number 2, C, carries -1.912; number 3, C, carries -1.991; number 4, C, carries -1.401; number 5, C, carries -1.256